[1]
Molecular formula: C2H8N4
Method: DFT, wB97M-V/def2-TZVPD

Positions of all 14 atoms, in Å:
N -2.499 -0.192 -0.256
N -1.303 0.511 0.183
C -0.021 -0.210 0.309
N 0.486 -1.390 0.170
C 1.387 -0.288 0.627
N 2.304 0.323 -0.372
H -3.191 0.526 -0.507
H -2.958 -0.947 0.361
H -2.165 -0.554 -1.064
H -1.394 1.240 1.001
H 1.803 -0.241 1.609
H 2.032 -0.209 -1.281
H 3.234 0.051 -0.240
H 2.282 1.380 -0.540

- energy (hartree) = -299.23728
- Kohn-Sham gap (Eh) = 0.45033
- 2S+1 = 1
- E_HOMO (eV) = -20.038
- SMILES string = [NH3+]NC1=N[C@H]1[NH3+]
- net charge = +2



[2]
Molecular formula: C2H8N4O
Method: DFT, wB97M-V/def2-TZVPD

Positions of all 15 atoms, in Å:
C 0.905 -1.793 -0.195
C 1.712 0.381 -0.198
N -3.655 -0.144 -0.117
N -1.355 -0.003 -0.177
N -2.509 0.038 -0.090
N 0.774 1.315 0.514
O 1.320 -0.834 0.494
H 1.074 -1.811 -1.265
H 0.477 -2.570 0.410
H 1.405 0.293 -1.218
H 2.917 0.463 -0.109
H -4.582 0.197 0.003
H 0.831 1.260 1.550
H 0.901 2.379 0.246
H -0.213 0.829 0.152

- energy (hartree) = -374.42056
- Kohn-Sham gap (Eh) = 0.30202
- 2S+1 = 1
- E_HOMO (eV) = -18.714
- net charge = +2



[3]
Molecular formula: C2H8N4O2
Method: DFT, wB97M-V/def2-TZVPD

Positions of all 16 atoms, in Å:
C 2.479 0.115 -0.463
C -0.630 -0.342 -0.016
H 3.219 -0.837 -0.700
H 3.361 0.825 0.116
H 2.036 0.618 -1.300
H 1.894 -0.270 1.316
H -1.791 -1.784 -0.962
H -2.587 -1.100 1.084
H 0.036 1.359 0.464
H -2.578 1.595 0.454
N 1.423 -0.028 0.524
N 0.429 -0.997 -0.065
N -1.769 -0.823 -0.540
N -0.848 0.840 0.438
O -2.884 -0.543 0.213
O -1.790 1.373 -0.562

- energy (hartree) = -450.18797
- Kohn-Sham gap (Eh) = 0.33229
- 2S+1 = 1
- E_HOMO (eV) = -8.636



[4]
Molecular formula: C2H8N4S
Method: DFT, wB97M-V/def2-TZVPD

Positions of all 15 atoms, in Å:
H 0.153 -1.719 -0.538
N -0.287 -1.211 -1.279
C -0.145 0.028 -1.056
N -0.741 0.927 -1.945
S -1.271 2.495 -1.401
N 0.552 0.534 -0.002
N 1.295 -0.232 0.873
C 0.451 -0.878 1.835
H -1.405 0.461 -2.552
H -2.203 2.139 -0.488
H 0.861 1.482 -0.090
H 2.007 -0.793 0.347
H 0.399 -0.298 2.775
H 0.891 -1.848 2.083
H -0.557 -1.085 1.439

- energy (hartree) = -698.16010
- Kohn-Sham gap (Eh) = 0.36339
- 2S+1 = 1
- E_HOMO (eV) = -9.132
- SMILES string = [H]/N=C(/NS)NNC



[5]
Molecular formula: C2H8N5O
Method: DFT, wB97M-V/def2-TZVPD

Positions of all 16 atoms, in Å:
C 0.914 -0.140 -2.812
C 0.137 -0.396 1.293
N 1.397 -2.133 2.321
N 0.477 -1.553 1.740
N 0.329 -0.757 -1.876
N -0.697 0.496 1.879
N -1.275 1.480 0.999
O 2.015 0.571 -2.756
H 0.522 0.009 -3.828
H 0.163 -0.406 0.126
H 1.175 -3.079 2.615
H -0.614 -1.102 -2.067
H -0.846 0.494 2.835
H -1.549 2.285 1.518
H 2.605 0.283 -2.054
H -0.714 1.747 0.235

- energy (hartree) = -429.63021
- Kohn-Sham gap (Eh) = 0.31118
- 2S+1 = 1
- E_HOMO (eV) = -13.534
- net charge = +1



[6]
Molecular formula: C2H8N6
Method: DFT, wB97M-V/def2-TZVPD

Positions of all 16 atoms, in Å:
N -3.396 -0.573 0.011
C -2.296 -0.148 -0.034
N -1.036 0.340 -0.076
N -1.343 1.656 0.167
C 0.358 -0.186 -0.078
N 0.269 -1.506 -0.084
N 1.397 0.571 -0.076
N 2.757 0.200 0.067
H -4.256 -0.877 -0.543
H -1.101 2.478 -0.479
H -1.194 1.879 1.202
H 1.094 -2.194 -0.057
H -0.649 -2.072 -0.284
H 3.384 0.973 0.519
H 3.116 0.165 -0.948
H 2.896 -0.704 0.694

- energy (hartree) = -408.73253
- Kohn-Sham gap (Eh) = 0.40093
- 2S+1 = 1
- E_HOMO (eV) = -18.741
- SMILES string = N=C=[N+](N)/C(N)=N/[NH3+]
- net charge = +2



Look up the E_HOMO of the first one.
-20.038 eV



What is the formula in the third record?
C2H8N4O2